Entry 1:
# C4H11NO2

2 unconnected molecules or ions with the total composition C4H11NO2 in a non-equilibrium geometry (ωB97M-V/def2-TZVPD, OMol25).

**DFT total energy**: -364.1887 hartree
**SMILES**: CC[C@H](N)C=O.O
**Relative energy (zero: lowest compared OMol25 entry of this formula, charge and spin)**: 208.7 kJ/mol

ORCA input file:
```
! RIJCOSX wB97M-V def2-TZVPD def2/J DEFGRID3
* xyz 0 1
O 1.662 -0.946 -1.420
C 1.411 0.226 -1.190
C 0.484 0.421 0.022
C -0.977 -0.009 -0.392
C -1.942 0.464 0.740
N 0.640 1.817 0.351
H 1.711 0.959 -1.896
H 0.998 -0.132 0.914
H -0.990 -1.088 -0.434
H -1.185 0.513 -1.360
H -1.506 0.139 1.696
H -1.988 1.541 0.848
H -3.013 0.131 0.550
H 0.179 2.362 -0.281
H 1.410 2.198 0.696
H 1.545 -3.361 0.767
H 0.873 -2.332 -0.204
O 0.688 -2.903 0.592
*
```



Entry 2:
# C34H64I2N5O11

4 unconnected molecules or ions with the total composition C34H64I2N5O11 in a non-equilibrium geometry (ωB97M-V/def2-TZVPD, OMol25).

**DFT total energy**: -3029.9612 hartree
**Relative energy (zero: lowest compared OMol25 entry of this formula, charge and spin)**: 0.0 kJ/mol

ORCA input file:
```
! RIJCOSX wB97M-V def2-TZVPD def2/J DEFGRID3
* xyz 1 1
C 2.578 -4.762 0.681
C 2.553 -3.913 -0.706
C 3.387 -2.535 -0.596
C 2.349 -1.294 -0.411
C 2.050 -0.963 1.125
O 0.921 -1.879 1.405
C 1.393 0.443 1.572
O 2.008 1.698 1.158
C 1.056 2.464 0.408
N 0.082 3.166 0.209
N 1.408 0.240 3.044
C 0.133 0.266 3.813
I 0.653 1.228 5.752
C -1.078 1.147 3.185
C -2.205 0.118 2.678
I -2.020 2.245 4.862
C 2.137 -1.013 3.409
N 2.051 -1.744 4.506
N 2.984 -1.337 2.204
C 4.194 -0.461 2.418
C 4.826 0.287 1.212
C 6.120 1.156 1.488
C 6.647 1.142 2.958
C 5.836 0.318 3.996
N 4.664 -0.465 3.777
H 2.530 -5.871 0.385
H 3.558 -4.538 1.232
H 1.659 -4.515 1.315
H 2.998 -4.521 -1.583
H 1.444 -3.760 -0.964
H 4.199 -2.556 0.227
H 3.947 -2.340 -1.591
H 1.382 -1.602 -0.972
H 2.749 -0.379 -1.004
H 0.167 -1.677 0.806
H 0.412 0.445 0.986
H -0.296 -0.751 4.106
H -0.769 1.940 2.425
H -1.950 -0.402 1.679
H -2.353 -0.739 3.446
H -3.253 0.594 2.565
H 2.755 -2.501 4.614
H 1.384 -1.619 5.280
H 4.456 0.286 0.138
H 6.638 1.723 0.639
H 7.599 1.737 3.184
H 6.261 0.316 5.072
C -0.589 -2.301 -5.292
O -1.684 -2.392 -4.400
C -1.299 -2.936 -3.143
C -2.355 -2.650 -2.087
O -2.236 -1.333 -1.544
C -2.700 -0.273 -2.386
C -4.220 -0.192 -2.451
O -4.725 -1.126 -3.400
C -6.118 -1.330 -3.255
H -0.148 -3.287 -5.466
H -0.953 -1.904 -6.241
H 0.166 -1.613 -4.897
H -0.339 -2.511 -2.824
H -1.193 -4.020 -3.271
H -2.184 -3.327 -1.244
H -3.366 -2.841 -2.451
H -2.251 -0.331 -3.379
H -2.333 0.646 -1.920
H -4.521 0.811 -2.776
H -4.643 -0.397 -1.461
H -6.341 -1.765 -2.275
H -6.444 -2.030 -4.026
H -6.661 -0.388 -3.381
C -4.812 4.717 3.613
O -5.896 4.630 4.519
C -5.501 4.078 5.772
C -6.554 4.371 6.836
O -6.435 5.684 7.385
C -6.902 6.746 6.550
C -8.422 6.826 6.489
O -8.929 5.894 5.536
C -10.321 5.688 5.684
H -4.380 3.730 3.431
H -5.187 5.121 2.671
H -4.048 5.400 4.002
H -4.537 4.497 6.083
H -5.404 2.993 5.642
H -6.381 3.690 7.676
H -7.566 4.184 6.474
H -6.455 6.693 5.555
H -6.535 7.663 7.020
H -8.725 7.829 6.169
H -8.842 6.616 7.479
H -10.540 5.249 6.663
H -10.649 4.992 4.911
H -10.866 6.631 5.564
C 5.752 -1.174 -9.297
O 5.856 -1.281 -7.889
C 4.802 -0.593 -7.222
C 4.701 -1.055 -5.773
O 3.981 -2.282 -5.632
C 4.691 -3.461 -6.020
C 5.749 -3.876 -5.005
O 6.946 -3.127 -5.202
C 7.822 -3.224 -4.096
H 5.778 -0.126 -9.610
H 6.601 -1.698 -9.742
H 4.831 -1.652 -9.647
H 3.850 -0.773 -7.734
H 5.034 0.478 -7.249
H 4.116 -0.313 -5.222
H 5.680 -1.114 -5.293
H 5.106 -3.361 -7.024
H 3.936 -4.251 -6.061
H 5.993 -4.935 -5.140
H 5.369 -3.714 -3.989
H 7.357 -2.796 -3.202
H 8.725 -2.656 -4.323
H 8.098 -4.268 -3.914
*
```



Entry 3:
# C33H33CoN7Si

A molecular structure, C33H33CoN7Si (ωB97M-V/def2-TZVPD, OMol25).

**DFT total energy**: -3332.6419 hartree

ORCA input file:
```
! RIJCOSX wB97M-V def2-TZVPD def2/J DEFGRID3
* xyz 1 5
Co 0.234 -0.188 0.513
C -0.510 2.209 -1.311
N 0.080 0.896 -1.546
C 1.386 0.836 -2.186
C 1.964 -0.502 -1.841
N 1.576 -1.158 -0.777
C 2.365 -2.307 -0.719
C 2.401 -3.336 0.218
C 3.311 -4.350 0.003
C 4.169 -4.348 -1.109
C 4.148 -3.328 -2.038
C 3.230 -2.310 -1.813
N 2.943 -1.141 -2.513
C -1.553 2.012 -0.253
N -1.523 0.969 0.535
C -2.593 1.113 1.419
C -3.010 0.303 2.473
C -4.116 0.723 3.182
C -4.794 1.910 2.858
C -4.386 2.719 1.817
C -3.268 2.293 1.109
N -2.578 2.841 0.030
H -0.936 2.672 -2.206
H 0.271 2.871 -0.927
H -0.578 0.296 -2.034
H 2.018 1.612 -1.745
H 1.361 0.997 -3.268
H 1.740 -3.336 1.073
H 3.368 -5.168 0.708
H 4.865 -5.165 -1.239
H 4.812 -3.324 -2.892
H 3.382 -0.827 -3.362
H -2.480 -0.607 2.723
H -4.472 0.125 4.010
H -5.658 2.198 3.441
H -4.907 3.635 1.572
H -2.803 3.694 -0.453
C -1.856 -4.849 -0.228
C -1.919 -3.568 -0.751
C -1.418 -2.495 -0.026
C -0.827 -2.693 1.224
C -0.783 -3.985 1.753
C -1.297 -5.047 1.030
N -0.241 -1.584 1.877
N -0.211 -1.733 3.198
C 1.071 0.275 3.523
C 1.711 1.343 4.283
C 2.570 2.298 3.838
C 3.151 2.614 2.521
C 2.772 2.200 1.294
C 1.648 1.293 1.246
H -2.252 -5.686 -0.788
H -2.381 -3.398 -1.715
H -1.545 -1.483 -0.403
H -0.337 -4.133 2.727
H -1.254 -6.044 1.448
H 1.493 1.368 5.343
H 2.932 2.961 4.616
H 3.961 3.334 2.561
H 3.268 2.572 0.408
C 0.944 -0.389 7.083
Si 0.013 -1.380 5.797
C 0.501 -3.172 5.948
C -1.824 -1.173 6.055
C 0.374 -0.856 4.004
C 1.237 0.576 2.186
H 0.797 -0.867 8.055
H 0.577 0.635 7.176
H 2.019 -0.361 6.892
H 0.310 -3.535 6.960
H 1.563 -3.312 5.737
H -0.073 -3.785 5.252
H -2.126 -1.495 7.054
H -2.372 -1.774 5.325
H -2.122 -0.129 5.933
*
```



Entry 4:
# C4H6OS2

A molecular structure, C4H6OS2 in a non-equilibrium geometry (ωB97M-V/def2-TZVPD, OMol25).

**DFT total energy**: -1027.4860 hartree
**Relative energy (zero: lowest compared OMol25 entry of this formula, charge and spin)**: 382.0 kJ/mol

ORCA input file:
```
! RIJCOSX wB97M-V def2-TZVPD def2/J DEFGRID3
* xyz 0 1
C 0.657 -0.012 -0.714
C 0.110 1.273 -0.098
C -0.331 -1.103 -0.485
C -1.131 -0.569 1.162
O -1.627 -0.713 -0.093
S -0.368 0.928 1.676
S -1.303 -1.811 2.388
H 0.842 0.170 -1.916
H 1.729 -0.115 -0.221
H 0.837 1.969 -0.079
H -0.922 1.353 -0.580
H -0.283 -2.174 -0.245
H -2.571 -2.105 2.129
*
```



Entry 5:
# C29H39BFN4O2

5 unconnected molecules or ions with the total composition C29H39BFN4O2 in a non-equilibrium geometry (ωB97M-V/def2-TZVPD, OMol25).

**DFT total energy**: -1622.6994 hartree
**Relative energy (zero: lowest compared OMol25 entry of this formula, charge and spin)**: 0.0 kJ/mol

ORCA input file:
```
! RIJCOSX wB97M-V def2-TZVPD def2/J DEFGRID3
* xyz -1 1
C 0.365 -1.039 -3.071
C 0.318 -2.224 -2.103
C 1.134 -2.031 -0.822
C 0.866 -3.204 0.133
C 0.756 -0.751 -0.129
O -0.569 -0.793 0.342
B -0.644 0.408 1.310
O 0.774 0.858 1.456
C 1.499 -0.307 1.116
C 2.994 -0.103 1.080
C 3.563 0.881 0.089
C 2.996 2.275 0.143
F 3.419 0.388 -1.218
H 0.451 -1.379 -4.098
H -0.521 -0.426 -2.969
H 1.228 -0.411 -2.876
H -0.707 -2.383 -1.788
H 0.678 -3.120 -2.602
H 2.187 -2.049 -1.096
H 0.885 -2.873 1.162
H -0.103 -3.625 -0.103
H 1.583 -4.007 -0.020
H 0.838 0.117 -0.793
H -1.166 -0.047 2.364
H -1.412 1.268 0.885
H 1.265 -1.033 1.906
H 3.301 0.244 2.065
H 3.458 -1.074 0.918
H 4.639 0.937 0.255
H 3.665 2.954 -0.368
H 2.012 2.288 -0.304
H 2.935 2.603 1.173
N 5.086 5.088 -0.160
C 4.411 6.222 -0.010
C 4.909 7.465 -0.373
C 6.180 7.532 -0.921
C 6.895 6.356 -1.082
C 6.303 5.165 -0.688
H 3.421 6.125 0.422
H 4.312 8.355 -0.230
H 6.605 8.482 -1.217
H 7.890 6.358 -1.506
H 6.828 4.222 -0.803
N -3.121 3.366 0.408
C -2.487 3.985 1.397
C -3.150 4.627 2.435
C -4.534 4.617 2.452
C -5.203 3.965 1.429
C -4.446 3.360 0.435
H -1.404 3.954 1.361
H -2.585 5.119 3.217
H -5.082 5.103 3.250
H -6.284 3.923 1.400
H -4.931 2.833 -0.382
N -0.633 -5.953 -1.390
C -0.232 -7.206 -1.546
C -1.045 -8.289 -1.238
C -2.314 -8.041 -0.722
C -2.726 -6.727 -0.547
C -1.843 -5.723 -0.912
H 0.780 -7.348 -1.911
H -0.687 -9.300 -1.380
H -2.970 -8.863 -0.461
H -3.703 -6.476 -0.157
H -2.117 -4.681 -0.842
N -3.920 -3.231 0.015
C -2.859 -2.545 0.451
C -2.937 -1.316 1.087
C -4.191 -0.773 1.304
C -5.306 -1.474 0.866
C -5.116 -2.687 0.224
H -1.885 -2.980 0.260
H -2.031 -0.801 1.383
H -4.297 0.186 1.793
H -6.305 -1.082 1.005
H -5.965 -3.252 -0.150
*
```



Entry 6:
# C4H8ClN2O

A gas-phase ion, C4H8ClN2O (charge +1) in a non-equilibrium geometry (ωB97M-V/def2-TZVPD, OMol25).

**DFT total energy**: -801.8835 hartree
**SMILES**: CN(C)C(=[NH2+])C(=O)Cl
**Relative energy (zero: lowest compared OMol25 entry of this formula, charge and spin)**: 11.5 kJ/mol

ORCA input file:
```
! RIJCOSX wB97M-V def2-TZVPD def2/J DEFGRID3
* xyz 1 1
C 1.401 -0.205 0.466
C 2.798 0.390 0.463
C 0.400 1.475 -0.982
C -0.829 -0.599 -0.353
N 0.363 0.206 -0.281
N 1.344 -1.344 1.168
O 3.274 0.902 1.410
Cl 3.704 0.073 -0.922
H -0.023 1.283 -2.032
H -0.378 2.171 -0.525
H 1.409 1.793 -1.127
H -1.557 -0.353 -1.095
H -0.459 -1.766 -0.536
H -1.289 -0.573 0.632
H 2.210 -1.806 1.463
H 0.545 -1.759 1.612
*
```



Entry 7:
# C40H44BClCrF4N4O4PSSe

A molecular structure, C40H44BClCrF4N4O4PSSe in a non-equilibrium geometry (ωB97M-V/def2-TZVPD, OMol25).

**DFT total energy**: -7141.0528 hartree
**Relative energy (zero: lowest compared OMol25 entry of this formula, charge and spin)**: 0.0 kJ/mol

ORCA input file:
```
! RIJCOSX wB97M-V def2-TZVPD def2/J DEFGRID3
* xyz -1 5
Cr -0.149 -0.249 0.108
O -1.207 -0.260 2.825
N -0.003 -0.275 2.170
C 0.929 -0.359 3.012
C 2.384 -0.454 2.796
C 3.112 -0.560 3.984
C 4.469 -0.823 3.991
C 5.132 -0.996 2.791
C 4.437 -0.838 1.605
C 3.073 -0.536 1.580
P 2.259 -0.267 -0.038
C 3.069 1.208 -0.752
C 4.302 1.714 -0.344
C 4.865 2.799 -1.003
C 4.208 3.382 -2.081
C 2.979 2.884 -2.492
C 2.410 1.811 -1.822
C 2.970 -1.600 -1.076
C 3.189 -2.871 -0.542
C 3.678 -3.889 -1.342
C 3.939 -3.656 -2.686
C 3.696 -2.403 -3.230
C 3.211 -1.378 -2.430
H -1.865 -0.366 2.088
H 0.602 -0.404 4.048
H 2.580 -0.448 4.922
H 5.000 -0.915 4.929
H 6.181 -1.265 2.775
H 4.955 -0.972 0.666
H 4.827 1.278 0.495
H 5.829 3.179 -0.685
H 4.658 4.218 -2.602
H 2.463 3.323 -3.337
H 1.448 1.435 -2.148
H 2.947 -3.081 0.491
H 3.827 -4.875 -0.918
H 4.323 -4.453 -3.311
H 3.867 -2.220 -4.284
H 3.023 -0.409 -2.874
C -3.296 4.999 0.555
C -2.839 5.235 1.996
C -3.217 4.099 2.949
C -2.476 2.791 2.680
N -1.038 2.912 2.916
C -0.078 2.853 1.969
Se -0.319 2.454 0.192
N 1.122 3.009 2.584
C 2.425 3.061 1.914
C 3.144 4.407 2.047
C 2.732 5.450 1.007
C 1.307 5.976 1.181
C 0.926 3.139 3.955
C 1.819 3.236 5.009
C 1.283 3.302 6.287
C -0.098 3.254 6.499
C -0.987 3.135 5.442
C -0.449 3.083 4.166
H -3.062 5.864 -0.069
H -4.377 4.833 0.515
H -2.798 4.134 0.113
H -3.286 6.159 2.371
H -1.753 5.379 2.020
H -4.287 3.892 2.867
H -3.027 4.418 3.978
H -2.603 2.473 1.647
H -2.854 1.996 3.323
H 2.248 2.838 0.864
H 3.044 2.263 2.330
H 4.213 4.207 1.936
H 2.993 4.812 3.052
H 2.832 5.013 0.008
H 3.433 6.285 1.068
H 0.573 5.196 0.975
H 1.110 6.792 0.482
H 1.147 6.356 2.195
H 2.890 3.238 4.848
H 1.949 3.381 7.137
H -0.482 3.300 7.510
H -2.054 3.063 5.609
F 0.344 -3.816 -1.524
B 0.024 -3.919 -0.148
F 0.057 -2.535 0.369
F 0.990 -4.648 0.555
F -1.258 -4.414 0.038
N -0.426 -0.890 -1.995
C -0.094 -0.274 -3.267
C -0.428 1.055 -3.472
C -0.118 1.675 -4.679
C 0.527 0.959 -5.675
C 0.855 -0.381 -5.469
C 0.540 -0.999 -4.267
S 0.916 1.712 -7.264
O 0.559 3.113 -7.099
O 2.342 1.467 -7.424
O 0.080 0.980 -8.202
H -0.037 -1.836 -1.958
H -1.430 -1.020 -1.938
H -0.926 1.604 -2.676
H -0.359 2.714 -4.864
H 1.359 -0.920 -6.263
H 0.790 -2.041 -4.090
Cl -2.497 -0.380 0.201
*
```



Entry 8:
# C12H11Cl3O2Rh

A molecular structure, C12H11Cl3O2Rh in a non-equilibrium geometry (ωB97M-V/def2-TZVPD, OMol25).

**DFT total energy**: -2105.3389 hartree

ORCA input file:
```
! RIJCOSX wB97M-V def2-TZVPD def2/J DEFGRID3
* xyz -1 5
C 1.523 -2.360 2.478
C 1.596 -2.429 1.051
C 0.253 -2.394 0.541
H 2.517 -2.527 0.442
C -0.634 -2.335 1.664
C 0.153 -2.310 2.852
H -0.240 -2.294 3.893
H 2.390 -2.405 3.173
H -0.048 -2.473 -0.530
H -1.745 -2.353 1.607
Rh 0.629 -0.729 1.566
Cl 1.394 0.775 3.348
C 0.746 2.472 -3.116
C -0.471 1.839 -3.457
C -0.164 0.616 -4.097
H -1.506 2.242 -3.257
C 1.244 0.495 -4.155
C 1.807 1.642 -3.548
H 2.908 1.861 -3.439
H 0.852 3.470 -2.600
H -0.911 -0.126 -4.504
H 1.818 -0.362 -4.615
Cl -2.781 -0.388 2.914
C -2.323 1.346 2.638
Cl -1.402 1.994 3.989
C -1.559 1.512 1.184
O -2.234 2.381 0.514
O -0.570 0.946 0.860
H -3.240 1.892 2.604
*
```



- The lowest DFT total energy belongs to which entry?
  C40H44BClCrF4N4O4PSSe



- Which value of DFT total energy does entry 8 give?
  -2105.3389 hartree



- DFT total energy of number 5 (C29H39BFN4O2)?
  -1622.6994 hartree